[1]
Formula: C24H60F2N5O16S3Sn
Source: the OMol25 dataset
Level of theory: wB97M-V/def2-TZVPD

The largest force on an atom is 8.8 eV/A. The calculation puts the energy above the lowest of the compared OMol25 structures with the same formula, charge and spin at 1144.00 kJ/mol.

Structure (ORCA input):
```
! RIJCOSX wB97M-V def2-TZVPD def2/J DEFGRID3
* xyz -1 1
Sn -2.54389 -4.90812 -1.40526
S -0.35522 0.57483 0.43004
O -1.14885 1.61652 -0.23888
O -1.25681 -0.31434 1.15643
O 0.34789 -0.26067 -0.49115
O 0.55911 1.29293 1.30322
N -2.37733 8.98412 -4.33719
S -2.62453 9.82118 -5.56894
O -3.31574 11.08353 -5.36231
O -2.69099 9.12333 -6.83226
F -1.08787 10.36840 -5.70270
S -3.97365 8.39968 -4.40316
O -4.24839 7.34377 -5.33984
O -5.05102 9.21306 -3.82948
F -3.74291 7.44135 -3.13515
C -5.93126 -4.23760 -5.60936
O -5.65577 -3.10362 -4.79249
C -6.28201 -1.85188 -5.21735
C -5.62698 -0.74963 -4.46815
N -5.75257 -0.67911 -3.01807
C -7.14313 -0.49420 -2.55201
C -7.35106 -0.29496 -1.04362
O -8.66943 -0.19312 -0.60475
C -8.72712 -0.08233 0.86456
H -6.93156 -4.49251 -5.25935
H -5.26002 -5.07429 -5.41574
H -5.99672 -4.08128 -6.68610
H -7.34674 -1.85645 -4.98408
H -6.26580 -1.56807 -6.26963
H -5.93993 0.16479 -4.97213
H -4.58875 -0.86389 -4.77980
H -5.22169 0.09612 -2.64756
H -7.76567 -1.30651 -2.92712
H -7.57468 0.39248 -3.01641
H -6.73657 0.54839 -0.72853
H -6.85397 -1.19326 -0.67748
H -8.14642 0.80457 1.11811
H -8.26804 -0.97500 1.28941
H -9.73829 0.12151 1.21681
C 2.49740 -7.04855 -4.36398
O 1.98562 -5.73768 -4.00985
C 2.90196 -4.60277 -4.15101
C 4.15711 -4.54667 -3.26381
N 3.80673 -4.66290 -1.84823
C 4.98740 -4.67293 -1.00937
C 4.69074 -4.51970 0.45933
O 5.92323 -4.25153 1.14006
C 5.79998 -4.39543 2.55691
H 1.68124 -7.76691 -4.28699
H 3.22128 -7.33456 -3.60090
H 2.89533 -7.13548 -5.37502
H 2.28564 -3.72076 -3.97689
H 3.21526 -4.49970 -5.18991
H 4.68238 -3.61744 -3.48460
H 4.90703 -5.24003 -3.64455
H 3.34952 -3.76807 -1.74649
H 5.79472 -3.97642 -1.23563
H 5.38272 -5.67790 -1.15726
H 4.19943 -5.41078 0.85008
H 3.99706 -3.68342 0.54624
H 5.16034 -5.25433 2.75999
H 5.21457 -3.57252 2.96705
H 6.78692 -4.41908 3.01898
C -0.13700 -2.63749 8.60322
O 0.55746 -1.44366 8.51039
C 0.20481 -0.52065 7.47621
C -1.12050 0.20401 7.54807
N -2.27767 -0.59825 7.06165
C -3.53678 0.19289 7.03785
C -4.02626 0.80940 8.38791
O -3.27946 1.99008 8.72217
C -3.75824 2.61205 9.90925
H -0.11824 -3.16920 7.65189
H -1.18229 -2.58751 8.90816
H 0.37071 -3.37769 9.22163
H 0.29662 -0.99509 6.49918
H 0.95531 0.26954 7.45461
H -1.02980 1.04522 6.86089
H -1.24135 0.56033 8.57107
H -2.03178 -0.63833 6.08286
H -4.29957 -0.49655 6.67600
H -3.42595 0.97838 6.29032
H -3.90183 0.03462 9.14443
H -5.08509 1.06463 8.34498
H -3.31788 3.58789 10.11402
H -3.78463 1.91116 10.74361
H -4.79958 2.89058 9.74764
C 8.67712 2.29310 1.20109
O 7.65136 3.18802 0.91832
C 6.35464 2.67386 0.67027
C 6.22249 2.32232 -0.80020
N 6.41916 3.51241 -1.62739
C 6.67156 3.29891 -3.00931
C 5.41207 2.87896 -3.83686
O 4.49705 3.95879 -3.92255
C 3.44092 3.70563 -4.77441
H 8.67608 1.49892 0.45451
H 8.48261 1.76401 2.13401
H 9.65973 2.75911 1.27472
H 5.65368 3.48676 0.85988
H 6.00415 1.78163 1.18910
H 5.19495 2.05153 -1.04296
H 6.90448 1.51960 -1.08062
H 7.26144 3.97764 -1.32043
H 7.46300 2.57981 -3.22053
H 7.03892 4.24439 -3.40832
H 4.92966 2.02868 -3.35477
H 5.68799 2.54999 -4.83873
H 3.76848 3.75605 -5.81281
H 2.65803 4.45752 -4.67516
H 2.99989 2.73190 -4.56125
*
```

Here are the Mulliken charges for atoms 1 to 8, given in e:
1 Sn 0.536
2 S 1.315
3 O -0.447
4 O -0.476
5 O -0.455
6 O -0.477
7 N -0.242
8 S 1.103


[2]
Formula: C24H60KO16P4
Source: the OMol25 dataset
Level of theory: wB97M-V/def2-TZVPD

The largest force on an atom is 5.5 eV/A. The calculation puts the energy above the lowest of the compared OMol25 structures with the same formula, charge and spin at 523.47 kJ/mol.

Structure (ORCA input):
```
! RIJCOSX wB97M-V def2-TZVPD def2/J DEFGRID3
* xyz 1 1
K -2.90068 10.83395 -17.01320
C -2.18795 15.38505 -25.61412
C -1.29081 14.49987 -24.65388
O -2.05289 14.06583 -23.47083
P -1.79823 12.54020 -22.89710
O -2.20345 12.38490 -21.48264
O -0.21691 12.25660 -23.18562
C 0.32585 11.00614 -22.95902
C 0.68279 10.60096 -24.33876
O -2.55087 11.73306 -24.08280
C -3.90824 11.90593 -24.34538
C -4.68890 11.02118 -23.45460
H -2.31489 16.39901 -25.23481
H -1.86841 15.45954 -26.65356
H -3.16101 14.89686 -25.66834
H -1.12251 13.56247 -25.18401
H -0.36436 14.99096 -24.35619
H 1.16629 11.03563 -22.26554
H -0.47326 10.36639 -22.58455
H 1.29405 9.70550 -24.45109
H -0.11293 10.54602 -25.08167
H 1.40830 11.34071 -24.67715
H -4.30414 12.92086 -24.38114
H -3.99256 11.60334 -25.38914
H -4.47562 9.95359 -23.50816
H -4.39827 11.23485 -22.42602
H -5.77618 11.09405 -23.47938
C -4.46129 12.18291 -11.39674
C -3.26973 11.89480 -10.56778
O -2.84261 10.59149 -10.54670
P -2.81791 9.56048 -11.87019
O -3.16411 10.18696 -13.19807
O -1.34428 8.88187 -11.78930
C -0.16330 9.42543 -12.33534
C 0.75906 10.07453 -11.33897
O -3.75424 8.31667 -11.34266
C -3.98935 7.23054 -12.21685
C -2.91959 6.12834 -11.96394
H -4.80843 13.14187 -11.01206
H -4.27454 12.26058 -12.46781
H -5.35121 11.59023 -11.18490
H -2.48650 12.38466 -11.14629
H -3.40932 12.18225 -9.52567
H 0.41717 8.66159 -12.85273
H -0.33919 10.12750 -13.15036
H 0.27492 10.94670 -10.89962
H 0.95004 9.41667 -10.49112
H 1.64408 10.40728 -11.88130
H -4.97862 6.82329 -12.00806
H -3.99534 7.54571 -13.26028
H -3.00864 5.71474 -10.95940
H -3.01649 5.28673 -12.64980
H -1.90146 6.42186 -12.21958
C -9.74013 15.05807 -14.68751
C -8.31395 14.88631 -15.16664
O -8.14455 15.45417 -16.46138
P -7.87869 14.42345 -17.70513
O -6.82257 13.34477 -17.51747
O -9.31161 13.70894 -17.95588
C -10.37529 14.19010 -18.66355
C -11.43936 14.85952 -17.84018
O -7.56062 15.33568 -19.04090
C -6.29314 15.81690 -19.20608
C -5.94675 15.98947 -20.61830
H -10.27013 14.19747 -15.09562
H -9.85594 15.12429 -13.60570
H -10.12705 15.98640 -15.10774
H -7.68140 15.50583 -14.53088
H -7.95500 13.87759 -14.96231
H -9.96207 14.90809 -19.37196
H -10.77966 13.42484 -19.32609
H -11.11631 15.78900 -17.37134
H -12.30763 15.00017 -18.48393
H -11.68279 14.10306 -17.09412
H -6.12326 16.67640 -18.55763
H -5.67469 14.98138 -18.87815
H -6.17640 15.09754 -21.20124
H -6.59882 16.81190 -20.91247
H -4.90170 16.20061 -20.84500
C -0.88530 5.66991 -21.90123
C -0.27055 5.52019 -20.53537
O -0.17980 6.83094 -19.93600
P 0.80489 7.15488 -18.66282
O 0.36564 8.20297 -17.74854
O 2.29846 7.39446 -19.33175
C 3.34365 7.96112 -18.52670
C 4.56317 7.99579 -19.46919
O 0.94311 5.69463 -17.92361
C -0.10091 5.22915 -17.17240
C -0.17395 3.69489 -17.04314
H -0.31548 6.29866 -22.58539
H -1.06563 4.72176 -22.40779
H -1.86824 6.13320 -21.81590
H -0.87714 4.82682 -19.95279
H 0.72678 5.08209 -20.57407
H 2.85538 8.90577 -18.28725
H 3.70571 7.53814 -17.58964
H 5.32525 8.68380 -19.10315
H 5.03430 7.01863 -19.57547
H 4.24421 8.39408 -20.43237
H 0.08285 5.56054 -16.15039
H -1.06708 5.67938 -17.40026
H -1.14721 3.46022 -16.61210
H -0.19299 3.22745 -18.02764
H 0.61804 3.20234 -16.47902
*
```

Here are the Mulliken charges for atoms 1 to 8, given in e:
1 K 0.975
2 C -1.151
3 C -0.127
4 O -0.355
5 P 0.965
6 O -0.698
7 O -0.292
8 C -0.182